Record 1
Entry from the OMol25 dataset: a cluster of 10 separate species, H20O10 in total in a non-equilibrium geometry (ωB97M-V/def2-TZVPD).

As for the HOMO energy: -10.2 eV. The total charge is 0. The SMILES is O.O.O.O.O.O.O.O.O.O. The LUMO energy is -0.188 eV. The HOMO-LUMO gap comes out at 10.0 eV. The value obtained for the relative energy (zero: lowest compared OMol25 entry of this formula, charge and spin) is 615.0 kJ/mol. As for the spin multiplicity: 1. The calculation puts the electronic energy at -20796.238 eV.

Structure (XYZ):
```
30
Properties=species:S:1:pos:R:3:forces:R:3:mulliken_charge:R:1
O -0.542693 1.210671 3.620407 -3.019 -1.302 0.828 -0.65
H -0.979822 0.333841 3.828780 0.701 1.570 -0.395 0.33
H 0.361777 1.005882 3.527585 1.912 -0.305 -0.354 0.35
O -1.815997 -2.457411 3.143018 -1.432 -0.605 -4.335 -0.63
H -1.993993 -2.732954 2.127375 -0.216 1.480 3.164 0.33
H -1.054898 -3.002968 3.153734 1.709 -0.821 1.095 0.31
O -0.441374 -1.447769 -0.131641 -1.932 -3.200 -5.085 -0.59
H -0.124582 -1.074742 -0.978189 -0.329 0.591 1.030 0.27
H -0.161184 -1.027024 0.585938 2.152 3.216 4.425 0.27
O 1.870754 1.125426 2.515382 2.465 -3.832 3.312 -0.63
H 1.818925 1.817779 1.957097 -0.752 3.897 -3.473 0.34
H 2.844579 1.076927 2.703557 -1.460 -0.166 -0.119 0.29
O 2.299227 -1.647543 -2.196056 -1.299 -0.847 1.161 -0.67
H 2.401125 -2.640149 -2.069185 -0.501 2.030 0.045 0.31
H 1.516894 -1.310188 -1.632575 2.157 -1.338 -1.266 0.35
O -0.153296 2.348574 -0.403366 -2.453 -1.741 -2.792 -0.60
H -0.673300 1.627606 -0.939122 1.934 0.262 1.978 0.28
H -0.588652 2.907701 -1.071546 0.549 1.549 0.597 0.36
O -0.087735 -0.091882 -2.503479 -1.117 -0.918 -0.717 -0.53
H -0.447070 -0.597568 -3.256915 -0.309 -0.035 0.661 0.25
H 0.644034 0.279513 -2.961984 1.541 0.932 -0.117 0.30
O -2.321650 1.764127 -1.974500 -1.923 -1.646 1.179 -0.64
H -2.962014 1.090644 -2.282291 0.532 0.501 -1.453 0.28
H -2.585391 1.493349 -1.065865 0.868 1.208 0.312 0.32
O -1.188385 -3.723099 -1.297018 -11.816 -7.236 -3.626 -0.53
H -0.596855 -3.167036 -1.209661 9.168 8.628 1.827 0.27
H -1.941651 -3.204633 -1.811926 2.425 -1.841 1.802 0.31
O 2.267703 3.071191 0.258089 -3.011 -5.743 -0.542 -0.57
H 2.956309 3.443408 0.628959 4.968 3.816 2.224 0.24
H 1.679215 3.528325 -0.264599 -1.511 1.894 -1.367 0.29
```
Positions in Å, forces in eV/Å.

Record 2
Entry from the OMol25 dataset: an isolated molecule of CH5FO2SSi in a non-equilibrium geometry (ωB97M-V/def2-TZVPD).

As for the HOMO energy: -8.3 eV. The total charge is 0. The SMILES is CS[Si](O)(O)F. The LUMO energy is 0.140 eV. The HOMO-LUMO gap comes out at 8.5 eV. The value obtained for the relative energy (zero: lowest compared OMol25 entry of this formula, charge and spin) is 110.3 kJ/mol. As for the spin multiplicity: 1. The calculation puts the electronic energy at -26647.183 eV.

Structure (XYZ):
```
11
Properties=species:S:1:pos:R:3:forces:R:3:mulliken_charge:R:1
C -1.880534 0.919256 0.133466 -1.688 -0.027 -0.992 -0.69
O 1.523893 0.254223 -1.288403 0.506 1.189 1.932 -0.41
O 1.864271 -0.168693 1.284827 -0.536 -1.323 1.145 -0.45
F 1.520675 -2.304841 -0.319089 0.417 0.040 -0.230 -0.20
Si 1.265070 -0.764073 -0.095337 -4.470 0.289 1.269 0.64
S -1.337613 -0.798643 0.055609 2.726 -1.051 0.812 -0.29
H -1.434601 1.241442 -0.818462 -0.937 0.940 0.372 0.21
H -1.596068 1.578833 0.947351 0.388 -0.370 0.233 0.28
H -3.065746 0.878938 0.155643 2.506 0.164 -0.475 0.23
H 1.649376 -0.133644 -2.105595 0.362 -0.965 -2.955 0.32
H 1.491273 -0.702797 2.049995 0.727 1.113 -1.111 0.34
```
Positions in Å, forces in eV/Å.

Which of these has the lowest electronic energy? CH5FO2SSi

electronic energy of number 2 (CH5FO2SSi)? -26647.183 eV

Among the records above, which one has the lowest LUMO energy? H20O10